Entry 1:
{
  "formula": "C12H24LuN6O6",
  "method": "wB97M-V/def2-TZVPD",
  "species": ["O", "H", "Lu", "N", "N", "N", "N", "O", "O", "O", "O", "C", "C", "C", "C", "C", "H", "H", "H", "C", "H", "H", "H", "C", "C", "H", "H", "H", "H", "H", "H", "H", "H", "C", "H", "H", "H", "O", "H", "H", "N", "C", "C", "C", "N", "H", "H", "H", "H"],
  "xyz": [[-1.288, 0.383, -2.527], [-2.480, 0.451, -2.959], [0.633, 0.206, -0.870], [1.864, -1.867, -1.105], [-0.498, -1.853, -0.209], [0.499, 2.515, -0.455], [-0.941, 0.981, 0.863], [3.095, -1.754, -1.391], [1.441, 3.250, -1.148], [-1.531, 0.127, 1.736], [-1.711, -1.869, 0.307], [-0.027, -3.085, -0.530], [1.336, -3.113, -0.909], [-0.257, 3.164, 0.430], [-1.093, 2.274, 1.192], [2.118, -4.367, -1.059], [1.844, -4.890, -1.987], [1.910, -5.049, -0.223], [3.188, -4.142, -1.085], [-0.891, -4.287, -0.382], [-1.851, -4.134, -0.892], [-1.103, -4.487, 0.679], [-0.404, -5.171, -0.808], [-0.234, 4.633, 0.672], [-1.972, 2.752, 2.296], [0.448, 5.124, -0.025], [0.083, 4.852, 1.701], [-1.239, 5.058, 0.551], [-2.576, 1.917, 2.665], [-2.635, 3.555, 1.945], [-1.376, 3.157, 3.129], [1.873, 2.464, -1.685], [-1.636, -0.754, 1.135], [-3.504, 0.570, -3.659], [-3.194, 0.737, -4.693], [-4.072, 1.422, -3.278], [-4.075, -0.357, -3.565], [1.984, 0.990, -2.073], [-0.791, 0.559, -3.346], [2.833, 0.760, -2.481], [0.971, -0.816, 2.182], [1.460, -0.654, 3.419], [2.421, 0.355, 3.343], [2.450, 0.759, 2.000], [1.548, 0.040, 1.286], [0.212, -1.432, 1.904], [1.107, -1.249, 4.245], [3.010, 0.754, 4.144], [3.052, 1.522, 1.523]],
  "energy_ha": -2486.714074,
  "orbital_gap_ev": [3.1, 3.1],
  "charge": 1
}

Entry 2:
{
  "formula": "C12H24N2O3",
  "method": "wB97M-V/def2-TZVPD",
  "species": ["C", "C", "C", "C", "C", "N", "C", "O", "N", "C", "C", "C", "C", "C", "C", "O", "O", "H", "H", "H", "H", "H", "H", "H", "H", "H", "H", "H", "H", "H", "H", "H", "H", "H", "H", "H", "H", "H", "H", "H", "H"],
  "xyz": [[2.766, -3.321, -1.934], [2.397, -2.089, -0.939], [1.592, -2.424, 0.263], [0.104, -2.723, 0.040], [1.629, -1.197, 1.312], [1.016, -1.580, 2.566], [1.070, 0.143, 0.835], [1.753, 0.993, 0.242], [-0.351, 0.334, 0.999], [-0.753, 1.683, 1.004], [-1.963, 2.053, 0.107], [-1.541, 1.966, -1.327], [-1.395, 3.378, -1.904], [-2.545, 0.996, -2.037], [-0.978, 2.298, 2.380], [-0.012, 2.711, 2.977], [-2.127, 2.296, 2.995], [3.129, -4.190, -1.444], [1.959, -3.590, -2.594], [3.647, -3.009, -2.625], [2.070, -1.239, -1.506], [3.340, -1.707, -0.540], [2.071, -3.188, 0.807], [-0.318, -1.622, -0.304], [-0.459, -2.903, 0.993], [-0.114, -3.490, -0.641], [2.620, -1.004, 1.630], [1.547, -2.371, 2.861], [1.075, -0.806, 3.205], [-1.028, -0.312, 1.430], [0.017, 2.288, 0.486], [-2.675, 1.336, 0.574], [-2.446, 3.054, 0.345], [-0.598, 1.381, -1.274], [-0.799, 3.368, -2.885], [-2.341, 3.780, -2.148], [-0.946, 3.967, -1.086], [-2.457, 0.010, -1.588], [-3.601, 1.443, -2.121], [-2.280, 0.821, -3.095], [-2.074, 2.467, 3.942]],
  "smiles": "CC[C@H](C)[C@H](N)C(=O)N[C@@H](CC(C)C)C(=O)O",
  "energy_ha": -806.824602,
  "orbital_gap_ev": 10.0,
  "de_lowest_kj_mol": 279.1,
  "charge": 0
}

Entry 3:
{
  "formula": "C12H24N2O3",
  "method": "wB97M-V/def2-TZVPD",
  "species": ["C", "C", "C", "C", "C", "N", "C", "O", "N", "C", "C", "C", "C", "C", "C", "O", "O", "H", "H", "H", "H", "H", "H", "H", "H", "H", "H", "H", "H", "H", "H", "H", "H", "H", "H", "H", "H", "H", "H", "H", "H"],
  "xyz": [[0.488, 4.964, -1.216], [0.127, 3.669, -0.473], [0.146, 2.394, -1.320], [-0.972, 2.474, -2.404], [0.204, 1.053, -0.549], [-0.829, 0.857, 0.530], [1.608, 0.787, -0.004], [2.582, 1.538, -0.118], [1.823, -0.386, 0.725], [0.861, -1.339, 1.303], [-0.017, -2.077, 0.206], [-0.704, -3.335, 0.680], [-1.624, -2.981, 1.837], [-1.583, -3.923, -0.472], [1.752, -2.361, 2.071], [1.471, -2.845, 3.122], [2.812, -2.805, 1.363], [0.648, 5.807, -0.514], [1.493, 4.912, -1.669], [-0.309, 5.283, -1.893], [-0.868, 3.763, -0.043], [0.866, 3.597, 0.335], [1.063, 2.448, -1.986], [-0.845, 3.342, -3.065], [-0.943, 1.602, -3.061], [-1.892, 2.654, -1.845], [0.002, 0.202, -1.224], [-1.745, 1.134, 0.119], [-0.560, 1.508, 1.296], [2.765, -0.363, 1.174], [0.189, -0.848, 2.044], [-0.765, -1.306, -0.122], [0.704, -2.312, -0.615], [0.027, -4.067, 1.062], [-1.032, -2.552, 2.644], [-2.146, -3.846, 2.271], [-2.362, -2.224, 1.503], [-2.158, -4.791, -0.147], [-2.229, -3.139, -0.824], [-0.913, -4.226, -1.289], [2.862, -2.259, 0.569]],
  "smiles": "CC[C@H](C)[C@H](N)C(=O)N[C@@H](CC(C)C)C(=O)O",
  "energy_ha": -806.884734,
  "orbital_gap_ev": 10.5,
  "de_lowest_kj_mol": 121.2,
  "charge": 0
}